Run i
Here is 3 unconnected molecules or ions with the total composition C5H12O2 from the OMol25 dataset. Energies are from the ωB97M-V functional and the def2-TZVPD basis.

Geometry as XYZ:
```
19
Properties=species:S:1:pos:R:3
C -0.38 2.68 -0.73
C 0.11 1.47 -1.49
C 0.05 1.47 -2.82
C 1.40 -0.65 -0.94
C 1.03 0.61 -0.72
H -0.26 2.52 0.35
H -1.44 2.87 -0.89
H 0.19 3.58 -0.97
H -0.37 2.30 -3.39
H 0.58 0.69 -3.34
H 1.57 -1.34 -0.12
H 1.31 -1.04 -1.95
H 1.39 1.08 0.19
H 1.38 -4.41 2.01
H 0.83 -4.11 3.42
O 0.57 -4.35 2.52
H -2.55 -1.62 3.57
H -2.41 -0.55 2.46
O -3.02 -1.20 2.84
```

As for the net charge: 0. As for the spin multiplicity: 1. The value obtained for the LUMO energy is 0.52 eV. The SMILES is C=CC(=C)C.O.O.

***

Run ii
Here is 3 unconnected molecules or ions with the total composition C5H12O2 from the OMol25 dataset. Energies are from the ωB97M-V functional and the def2-TZVPD basis.

Geometry as XYZ:
```
19
Properties=species:S:1:pos:R:3
C 0.11 -1.90 1.23
C -1.15 -1.08 1.06
C -1.29 0.12 1.63
C -3.40 -1.75 0.57
C -2.17 -1.60 0.11
H -0.12 -2.87 1.69
H 0.78 -1.33 1.87
H 0.54 -2.20 0.28
H -0.56 0.61 2.25
H -2.13 0.68 1.25
H -3.78 -1.74 1.59
H -4.27 -2.04 -0.03
H -1.87 -1.85 -0.90
H 3.90 2.12 0.08
H 3.96 3.62 -0.19
O 3.54 2.82 -0.48
H 2.85 2.28 -4.55
H 2.48 2.97 -3.27
O 2.60 3.13 -4.20
```

As for the net charge: 0. As for the spin multiplicity: 1. The value obtained for the LUMO energy is 0.58 eV. The SMILES is C=CC(=C)C.O.O.

***

Run iii
Here is a molecular structure, C5H12O2 from the OMol25 dataset. Energies are from the ωB97M-V functional and the def2-TZVPD basis.

Geometry as XYZ:
```
19
Properties=species:S:1:pos:R:3
C -1.65 0.89 1.98
C -1.18 -0.18 1.00
C -0.11 0.39 0.05
O 1.03 0.79 0.67
C 0.29 -0.54 -1.06
C 1.20 0.02 -2.11
O 1.46 -1.51 -0.06
H -0.78 1.33 2.48
H -2.18 1.70 1.46
H -2.32 0.48 2.74
H -0.74 -1.02 1.55
H -2.02 -0.57 0.42
H -0.64 1.11 -0.64
H 1.56 -0.53 0.53
H -0.52 -1.18 -1.42
H 1.92 0.68 -1.62
H 1.68 -0.81 -2.62
H 0.67 0.60 -2.88
H 2.33 -1.65 -0.46
```

As for the net charge: 0. As for the spin multiplicity: 1. The value obtained for the LUMO energy is 0.51 eV.

***

Run iv
Here is 2 unconnected molecules or ions with the total composition C5H12O2 from the OMol25 dataset. Energies are from the ωB97M-V functional and the def2-TZVPD basis.

Geometry as XYZ:
```
19
Properties=species:S:1:pos:R:3
C -0.37 -3.04 0.14
C 0.21 -1.64 0.34
C -0.93 -0.68 0.10
O -1.56 -0.12 0.96
C 0.70 1.49 -0.13
C -0.30 2.59 -0.47
O 2.01 1.94 0.14
H -1.21 -3.20 0.81
H -0.72 -3.17 -0.89
H 0.39 -3.80 0.34
H 0.59 -1.50 1.36
H 1.04 -1.46 -0.36
H -1.20 -0.54 -0.97
H 0.32 0.96 0.74
H 0.78 0.80 -0.98
H -0.60 3.13 0.43
H 0.13 3.29 -1.19
H -1.21 2.16 -0.90
H 1.95 2.81 0.54
```

As for the net charge: 0. As for the spin multiplicity: 1. The value obtained for the LUMO energy is 0.80 eV. The SMILES is CCC=O.CCO.

***

Most stable to least stable, the ends of the list are run iv and run iii.

***

Run i
Here is 2 unconnected molecules or ions with the total composition C5H12O2 from the OMol25 dataset. Energies are from the ωB97M-V functional and the def2-TZVPD basis.

Geometry as XYZ:
```
19
Properties=species:S:1:pos:R:3
C 0.66 -0.30 1.85
O -0.51 -1.10 2.20
C 1.01 -0.45 0.38
C -0.20 0.04 -0.47
C -1.50 -0.67 -0.30
C -2.70 -0.08 -0.28
H 0.46 0.73 2.13
H 1.44 -0.66 2.52
H -1.16 -0.41 2.29
H 1.29 -1.44 -0.01
H 1.85 0.19 0.08
H -0.35 1.13 -0.26
H -0.03 -0.05 -1.56
H -1.53 -1.70 0.04
H -3.66 -0.54 -0.01
H -2.89 0.90 -0.73
H 3.21 1.74 -2.32
H 1.92 1.28 -2.49
O 2.69 1.41 -3.06
```

As for the net charge: 0. As for the spin multiplicity: 1. The value obtained for the LUMO energy is 0.65 eV. The SMILES is C=CCCCO.O.

***

Run ii
Here is 3 unconnected molecules or ions with the total composition C5H12O2 from the OMol25 dataset. Energies are from the ωB97M-V functional and the def2-TZVPD basis.

Geometry as XYZ:
```
19
Properties=species:S:1:pos:R:3
C 0.82 1.51 2.02
C 1.89 1.27 2.87
C -0.65 1.76 2.29
C -1.18 2.49 1.02
C -2.33 2.49 0.45
H 1.15 1.32 0.99
H 2.97 1.26 2.66
H 1.75 1.63 3.99
H -0.70 2.46 3.23
H -1.20 0.86 2.35
H -0.39 3.23 0.79
H -2.92 3.42 0.27
H -2.85 1.57 0.29
H 4.61 -3.46 -3.98
H 3.16 -3.44 -4.20
O 3.94 -2.92 -4.45
H -3.16 -4.74 -2.94
H -2.03 -4.50 -1.99
O -2.90 -4.16 -2.22
```

As for the net charge: 0. As for the spin multiplicity: 1. The value obtained for the LUMO energy is 0.69 eV. The SMILES is C=CCC=C.O.O.

***

Most stable to least stable, the ends of the list are run i and run ii.

***

Run i
Here is a molecular structure, C5H12O2 from the OMol25 dataset. Energies are from the ωB97M-V functional and the def2-TZVPD basis.

Geometry as XYZ:
```
19
Properties=species:S:1:pos:R:3
C 2.03 -0.66 1.31
C 0.77 1.31 0.90
C 0.30 0.63 -0.26
O 0.98 -0.82 -0.16
C -1.19 0.30 -0.40
C -1.56 -0.21 -1.79
O -1.49 -0.68 0.59
H 2.23 -1.72 1.17
H 2.90 -0.06 1.07
H 1.64 -0.46 2.30
H 0.06 1.47 1.70
H 1.47 2.13 0.75
H 0.71 0.97 -1.22
H 0.24 -1.36 0.21
H -1.76 1.21 -0.19
H -0.94 -1.08 -2.04
H -2.62 -0.50 -1.85
H -1.38 0.56 -2.55
H -2.38 -1.01 0.45
```

As for the net charge: 0. As for the spin multiplicity: 1. The value obtained for the LUMO energy is 0.75 eV.

***

Run ii
Here is 2 unconnected molecules or ions with the total composition C5H12O2 from the OMol25 dataset. Energies are from the ωB97M-V functional and the def2-TZVPD basis.

Geometry as XYZ:
```
19
Properties=species:S:1:pos:R:3
C 0.99 1.78 0.40
O 0.30 1.89 1.64
C 1.57 0.38 0.24
C 0.70 -0.72 0.85
C -0.71 -0.84 0.26
C -1.43 -1.96 0.29
H 0.34 2.00 -0.44
H 1.80 2.51 0.48
H 0.58 2.61 2.21
H 2.51 0.36 0.81
H 1.74 0.16 -0.81
H 1.14 -1.72 0.89
H 0.46 -0.41 1.87
H -1.15 0.08 -0.10
H -2.52 -1.87 0.27
H -1.05 -2.96 0.47
H -1.90 -1.34 -2.73
H -0.45 -0.87 -2.73
O -1.28 -0.74 -3.18
```

As for the net charge: 0. As for the spin multiplicity: 1. The value obtained for the LUMO energy is 0.77 eV. The SMILES is C=CCCCO.O.

***

Run iii
Here is 2 unconnected molecules or ions with the total composition C5H12O2 from the OMol25 dataset. Energies are from the ωB97M-V functional and the def2-TZVPD basis.

Geometry as XYZ:
```
19
Properties=species:S:1:pos:R:3
C -1.48 -0.97 0.53
C -0.06 -1.12 -0.11
C 0.23 2.47 -1.82
O 0.92 3.38 -0.94
C -0.29 1.27 -0.97
C 0.45 0.18 -0.80
H -1.65 -1.23 1.58
H -1.83 0.10 0.56
H -2.22 -1.58 0.07
H 0.39 -1.37 0.84
H -0.06 -1.96 -0.83
H 0.92 2.08 -2.56
H -0.71 2.87 -2.20
H 1.38 2.78 -0.35
H -1.37 1.30 -1.02
H 1.53 0.12 -0.92
H -0.13 -4.28 3.91
H 1.21 -4.19 3.15
O 0.26 -4.08 3.04
```

As for the net charge: 0. As for the spin multiplicity: 1. The value obtained for the LUMO energy is 0.78 eV. The SMILES is CC/C=C/CO.O.

***

Run iv
Here is C5H12O2 in the gas phase from the OMol25 dataset. Energies are from the ωB97M-V functional and the def2-TZVPD basis.

Geometry as XYZ:
```
19
Properties=species:S:1:pos:R:3
C -2.19 0.24 1.42
C -1.12 -0.59 0.61
C -0.17 0.22 -0.29
O 0.13 1.40 0.45
C 1.15 -0.55 -0.56
C 1.89 -0.02 -1.78
O 1.94 -0.48 0.61
H -1.90 0.67 2.39
H -2.74 1.04 0.88
H -2.93 -0.51 1.68
H -0.47 -1.11 1.33
H -1.62 -1.36 0.00
H -0.63 0.50 -1.25
H -0.60 1.42 1.09
H 0.93 -1.62 -0.72
H 2.06 1.06 -1.68
H 2.87 -0.52 -1.88
H 1.32 -0.21 -2.70
H 1.76 0.41 0.95
```

As for the net charge: 0. As for the spin multiplicity: 1. The value obtained for the LUMO energy is 0.87 eV. The SMILES is CC[C@@H](O)[C@@H](C)O.

***

Most stable to least stable, the ends of the list are run iv and run i.

***

Run i
Here is a molecular structure, C5H14N2S from the OMol25 dataset. Energies are from the ωB97M-V functional and the def2-TZVPD basis.

Geometry as XYZ:
```
22
Properties=species:S:1:pos:R:3
C 1.02 0.03 0.64
N -0.22 -0.26 -0.03
C -1.17 -1.39 0.32
C -2.20 -1.35 -0.79
S -4.02 0.90 0.12
C 2.20 0.66 -0.20
N 3.61 -0.09 0.44
C 4.62 0.44 -0.44
H 1.54 -0.90 1.05
H 0.92 0.65 1.46
H -0.74 0.74 -0.05
H -0.59 -2.42 0.27
H -1.73 -1.18 1.25
H -1.67 -1.37 -1.79
H -2.70 -0.42 -0.71
H -3.10 -2.04 -0.74
H 2.07 1.81 -0.18
H 2.06 0.20 -1.19
H 2.92 0.88 0.71
H 5.11 -0.32 -1.05
H 5.38 0.93 0.17
H 4.26 1.09 -1.24
```

As for the net charge: +1. As for the spin multiplicity: 2. Its expectation value of S² is 1.76. The value obtained for the LUMO energy (alpha / beta) is -8.15 / -4.92 eV.

***

Run ii
Here is 3 unconnected molecules or ions with the total composition C5H14N2S from the OMol25 dataset. Energies are from the ωB97M-V functional and the def2-TZVPD basis.

Geometry as XYZ:
```
22
Properties=species:S:1:pos:R:3
C -1.96 -1.69 -0.01
C -1.81 -0.18 -0.03
C -1.99 0.56 -1.16
N -1.27 0.33 1.18
H -2.38 -2.04 -0.95
H -0.99 -2.20 0.17
H -2.65 -1.96 0.80
H -1.79 1.63 -1.14
H -2.39 0.11 -2.08
H -1.96 0.55 1.86
H -0.70 1.13 0.95
H -0.02 0.66 -1.66
C 1.92 -0.11 0.69
C 2.32 1.27 0.35
S 0.91 2.32 0.01
N 1.49 -0.97 -0.39
H 1.16 -0.09 1.48
H 2.81 -0.60 1.12
H 3.04 1.22 -0.49
H 2.88 1.68 1.21
H 2.37 -1.27 -0.86
H 1.00 -0.34 -1.05
```

As for the net charge: +1. As for the spin multiplicity: 2. Its expectation value of S² is 0.78. The value obtained for the LUMO energy (alpha / beta) is -6.77 / -7.01 eV.

***

Most stable to least stable, the ends of the list are run ii and run i.

***

Run i
Here is 3 unconnected molecules or ions with the total composition C3H11NO2 from the OMol25 dataset. Energies are from the ωB97M-V functional and the def2-TZVPD basis.

Geometry as XYZ:
```
17
Properties=species:S:1:pos:R:3
C -1.19 -1.85 -1.74
C 0.01 -1.45 -1.21
N 0.45 -1.35 0.11
C 1.83 -1.45 0.52
H -2.06 -1.81 -1.08
H -1.12 -2.22 -2.76
H 0.88 -1.34 -1.89
H -0.20 -1.77 0.86
H 2.12 -0.44 0.87
H 2.02 -2.30 1.28
H 2.48 -1.67 -0.36
H -1.54 5.12 0.76
H -0.68 4.05 1.24
O -1.05 4.84 1.58
H -0.10 0.64 0.26
H -1.41 1.42 0.85
O -0.43 1.59 0.73
```

As for the net charge: +1. As for the spin multiplicity: 2. Its expectation value of S² is 0.77. The value obtained for the LUMO energy (alpha / beta) is -4.53 / -8.20 eV.

***

Run ii
Here is 3 unconnected molecules or ions with the total composition C3H11NO2 from the OMol25 dataset. Energies are from the ωB97M-V functional and the def2-TZVPD basis.

Geometry as XYZ:
```
17
Properties=species:S:1:pos:R:3
C -0.04 1.38 3.09
C -0.56 0.36 2.15
C -0.96 0.70 0.86
N -1.17 -0.26 -0.11
H -0.11 2.34 2.57
H 1.03 1.27 3.29
H -0.64 1.37 4.00
H -0.57 -0.70 2.41
H -1.02 1.74 0.58
H -1.74 0.15 -0.85
H -1.72 -0.96 0.41
H 0.51 -0.70 -3.14
H 1.57 -0.95 -4.20
O 1.07 -0.26 -3.77
H 1.89 -1.01 -1.38
H 0.53 -0.85 -0.71
O 1.13 -1.52 -1.06
```

As for the net charge: +1. As for the spin multiplicity: 2. Its expectation value of S² is 0.76. The value obtained for the LUMO energy (alpha / beta) is -4.68 / -8.33 eV.

***

Most stable to least stable, the ends of the list are run ii and run i.